No. 1
5
Properties=species:S:1:pos:R:3 method="wB97M-V/def2-TZVPD" gap_ha=0.264 homo_energy_ev=-2.83 charge=-1
N 0.7306 0.5318 0.4603
O -0.3090 -1.8652 0.1331
F 1.3440 1.6890 -0.1045
S -0.1940 -0.4527 -0.4574
H -1.5716 0.0971 -0.0315

***

No. 2
74
Properties=species:S:1:pos:R:3 method="wB97M-V/def2-TZVPD" gap_ha="0.237 / 0.157" homo_energy_ev="-10.29 / -10.29" charge=+1 spin_multiplicity=2 s_squared=0.7832
Ir 1.2926 0.0866 -0.0724
C -4.2850 -0.5925 3.6908
C -3.4056 0.4801 3.6771
C -2.0722 0.2912 3.3232
C -1.6343 -1.0026 3.0430
C -2.5044 -2.0807 3.0450
C -3.8331 -1.8683 3.3743
N -0.3095 -1.0910 2.5505
N 0.2859 -2.1301 2.8335
C 1.6093 -2.2061 2.3168
C 2.3634 -3.1591 2.9836
C 3.6992 -3.3253 2.6802
C 4.2337 -2.5074 1.7054
C 3.4141 -1.6021 1.0602
N 2.0988 -1.4430 1.3165
H -5.3268 -0.4365 3.9362
H -3.7631 1.4752 3.9130
H -1.3441 0.9929 3.7257
H -2.1533 -3.0531 2.7312
H -4.5257 -2.6983 3.3493
H 1.8635 -3.7356 3.7479
H 4.3011 -4.0606 3.1964
H 5.2734 -2.5620 1.4169
H 3.8267 -0.9859 0.2813
Cl -0.1246 5.7384 3.5187
C 0.6503 4.3802 2.8397
C 2.0265 4.2651 2.9600
C 2.7057 3.2197 2.3562
I 4.7489 3.0690 2.4476
C 1.9745 2.2336 1.6268
O 2.5427 1.3199 0.9648
C 0.5296 2.2864 1.6403
N -0.1055 1.2412 1.0501
C -1.4412 1.2464 1.0891
C -2.1378 2.4600 1.2721
C -1.5102 3.5267 1.8486
C -0.1392 3.3964 2.1576
H 2.5680 5.0217 3.5102
H -1.9105 0.4511 0.5235
H -3.1849 2.4858 1.0032
H -2.0233 4.4604 2.0315
Cl 2.7972 2.4673 -6.3143
C 2.7717 1.5696 -4.8341
C 3.6205 0.5114 -4.6642
C 3.6213 -0.2359 -3.4739
I 4.9257 -1.8299 -3.2405
C 2.7638 0.0748 -2.4383
O 2.7346 -0.5821 -1.3001
C 1.8859 1.1732 -2.6241
N 1.0443 1.4497 -1.5742
C 0.1987 2.4547 -1.6767
C 0.1290 3.2602 -2.8213
C 0.9544 3.0060 -3.8797
C 1.8705 1.9364 -3.8080
H 4.3037 0.2458 -5.4591
H -0.4583 2.6422 -0.8417
H -0.5866 4.0690 -2.8477
H 0.9150 3.6115 -4.7746
O -3.4175 -3.3045 0.3840
S -3.1690 -2.1138 -0.3731
O -4.0819 -1.0100 -0.2381
N -1.6457 -1.5463 -0.0949
C -0.9385 -1.5797 -1.1856
O 0.2433 -1.1145 -1.3165
C -1.5979 -2.1791 -2.3792
C -1.0847 -2.3865 -3.6464
C -1.9250 -2.9525 -4.5975
C -3.2381 -3.2930 -4.2831
C -3.7514 -3.0801 -3.0078
C -2.9020 -2.5204 -2.0780
H -0.0616 -2.1202 -3.8772
H -1.5559 -3.1345 -5.5979
H -3.8695 -3.7323 -5.0437
H -4.7697 -3.3443 -2.7581

***

No. 3
19
Properties=species:S:1:pos:R:3 method="wB97M-V/def2-TZVPD" gap_ha=0.394 smiles="C[C@@H](N)O.C=NC" homo_energy_ev=-9.62
C 1.0463 -0.1061 -2.7006
C 0.3938 0.1752 -1.3534
N -1.0212 0.1588 -1.4406
O 0.8424 -0.8347 -0.3455
H 2.1296 -0.1055 -2.5876
H 0.7348 -1.0809 -3.0641
H 0.7578 0.6593 -3.4121
H 0.6966 1.1604 -0.9710
H -1.4243 0.3372 -0.4964
H -1.3388 -0.7495 -1.7640
H 1.7001 -0.5735 0.0034
C -1.1143 1.1662 1.7056
N -0.0366 0.5575 1.9534
C -0.0679 -0.6901 2.6505
H -1.0530 2.1521 1.2652
H -2.0949 0.8481 2.0840
H -1.0628 -0.9751 3.0153
H 0.6261 -0.6357 3.4890
H 0.2863 -1.4637 1.9689

***

No. 4
23
Properties=species:S:1:pos:R:3 method="wB97M-V/def2-TZVPD" gap_ha=0.328 smiles="CC(C)(C)C1=C(N)[N@@H+]1C(=O)[O-]" homo_energy_ev=-8.38
C -1.3290 -0.6202 -0.8518
C -0.2807 -0.3632 0.2350
C -0.9640 0.0119 1.5565
C 0.5928 -1.6075 0.4476
C 0.5822 0.7504 -0.1931
C 1.1643 1.6228 -0.9493
N 1.4218 2.4087 -2.0109
N 1.6392 1.5834 0.4378
C 3.2078 0.7353 0.6225
O 3.4989 0.7636 1.7649
O 3.4790 0.3995 -0.4789
H -2.0345 0.2069 -0.9075
H -0.8562 -0.7392 -1.8236
H -1.8798 -1.5294 -0.6220
H -1.6478 -0.7797 1.8521
H -1.5298 0.9359 1.4518
H -0.2227 0.1411 2.3412
H 1.3663 -1.4033 1.1838
H 1.0757 -1.9004 -0.4815
H -0.0180 -2.4342 0.8031
H 2.3706 2.7601 -2.0325
H 1.1231 2.0209 -2.8952
H 1.3437 2.3164 1.0897

***

No. 5
15
Properties=species:S:1:pos:R:3 method="wB97M-V/def2-TZVPD" gap_ha="0.076 / 0.224" homo_energy_ev="4.35 / 0.23" charge=-2 spin_multiplicity=2 s_squared=0.7507
C -0.6553 -1.8833 -1.8471
S 1.0240 -1.2734 -2.0685
H -0.7282 -2.4305 -0.8929
H -1.5199 -1.2187 -1.8622
H -0.8843 -2.6922 -2.5604
C 0.2871 0.2149 1.7438
C 0.1328 1.5422 1.0244
N 0.7139 1.5059 -0.3236
H 1.2905 -0.1125 2.0231
H -0.2352 0.3209 2.7138
H -0.1852 -0.5585 1.1442
H -0.9418 1.6825 0.8876
H 0.5586 2.3245 1.6676
H 0.9991 0.5774 -0.6597
H 0.1440 2.0008 -0.9901

***

No. 6
159
Properties=species:S:1:pos:R:3 method="wB97M-V/def2-TZVPD" gap_ha=0.226 homo_energy_ev=-9.98 charge=+1
C -9.0333 4.7038 3.8644
C -9.7321 5.8077 4.6488
C -9.4613 7.2078 4.0482
C -9.0191 8.2354 5.0852
C -7.6727 7.8722 5.7497
C -6.5081 8.7303 5.2541
C -5.2861 8.7092 6.2062
C -3.9339 8.3382 5.5530
C -3.1990 7.1597 6.2225
C -3.3815 5.8292 5.4818
C -4.8221 5.3340 5.5495
C -5.0776 4.0751 4.7066
C -4.0445 2.9496 4.9558
C -2.9118 2.9314 3.9058
C -2.9782 1.8909 2.8538
N -3.4772 0.7251 3.0470
C -3.3322 -0.2218 1.8946
N -3.1675 -1.5126 2.4412
C -3.9419 -2.5178 2.1809
C -4.7606 -3.1445 3.2573
C -3.9944 -3.1285 0.8184
C -2.0959 0.4427 1.2176
S -0.5790 -0.1304 1.9641
O 0.5299 0.4596 1.2980
O -0.6648 -0.0201 3.3827
F -0.5415 -1.6309 1.6071
C -2.4448 1.9513 1.4237
C -3.4971 2.1806 0.2798
O -3.1789 1.9645 -0.8497
C -4.9289 2.7002 0.5466
F -5.1432 3.7002 -0.3379
F -5.0657 3.2081 1.7848
C -6.0338 1.6250 0.3327
F -6.1143 0.9241 1.4939
F -5.6921 0.7862 -0.6621
C -7.4590 2.1926 0.0143
F -7.6794 3.3374 0.7018
F -8.3187 1.2694 0.4778
C -7.7581 2.3577 -1.5026
O -8.5055 1.6027 -2.0349
O -7.1420 3.3574 -2.1433
C -1.3466 3.0115 1.1580
Cl -2.2517 4.5579 0.9237
C -0.2333 3.1319 2.2259
C 0.0995 4.5466 2.6977
H -9.4847 4.6366 2.8774
H -7.9744 4.9411 3.7739
H -9.1485 3.7450 4.3682
H -10.8066 5.6427 4.6810
H -9.3775 5.8163 5.6797
H -8.7152 7.1303 3.2542
H -10.3926 7.5505 3.5984
H -8.9129 9.2040 4.6016
H -9.7834 8.2718 5.8602
H -7.7356 7.9852 6.8316
H -7.4854 6.8155 5.5560
H -6.8661 9.7500 5.1332
H -6.1718 8.3739 4.2784
H -5.4948 8.0092 7.0123
H -5.1769 9.7079 6.6204
H -4.0527 8.1175 4.4914
H -3.2619 9.1891 5.6354
H -3.5368 7.0282 7.2493
H -2.1331 7.3811 6.2050
H -3.1309 6.0202 4.4318
H -2.6739 5.0806 5.8420
H -5.1430 5.1675 6.5770
H -5.4154 6.1167 5.0803
H -4.9783 4.3950 3.6740
H -6.0833 3.6942 4.8621
H -4.5261 1.9818 5.0682
H -3.5620 3.1700 5.9045
H -2.7547 3.9087 3.4645
H -1.9813 2.6948 4.4346
H -3.8905 0.3391 3.8867
H -4.1650 -0.2177 1.1972
H -5.2551 -4.0371 2.8835
H -5.4939 -2.4343 3.6290
H -4.0989 -3.4692 4.0603
H -3.4999 -2.4794 0.1008
H -5.0222 -3.3271 0.5201
H -3.4349 -4.0634 0.8766
H -2.0619 0.0576 0.1995
H -7.1166 4.1384 -1.5715
H -0.8932 2.7812 0.2008
H -0.3988 2.4775 3.0750
H 0.6696 2.7711 1.7465
H 0.3425 5.1656 1.8385
H 1.0091 4.4987 3.2912
H -0.6940 5.0036 3.2808
C 2.0950 -5.9813 -3.7677
O 2.0533 -4.5729 -3.8492
C 0.9316 -4.0990 -4.5741
C 0.5526 -2.7041 -4.1339
O -0.1398 -2.6496 -2.8916
C 0.6188 -2.8804 -1.7173
C 1.5499 -1.7499 -1.3395
O 2.7187 -1.7760 -2.1322
C 3.3203 -0.5069 -2.2671
H 2.2224 -6.4333 -4.7572
H 2.9471 -6.2501 -3.1461
H 1.1835 -6.3751 -3.3026
H 0.0742 -4.7682 -4.4348
H 1.1903 -4.0726 -5.6411
H -0.1541 -2.3095 -4.8665
H 1.4234 -2.0465 -4.1304
H 1.1590 -3.8277 -1.7712
H -0.1246 -2.9695 -0.9190
H 1.8464 -1.8731 -0.2866
H 1.0239 -0.7929 -1.4512
H 2.6236 0.2122 -2.7136
H 4.1752 -0.6192 -2.9304
H 3.6671 -0.1261 -1.2989
C 9.2076 -6.6913 -2.7930
O 8.0655 -6.5081 -1.9867
C 8.0988 -7.2797 -0.7993
C 7.2736 -6.6302 0.2874
O 7.8982 -5.5205 0.9125
C 7.9798 -4.3076 0.1809
C 6.6629 -3.5805 0.0328
O 5.8669 -4.1740 -0.9762
C 4.4863 -3.9596 -0.7786
H 9.2673 -7.7211 -3.1640
H 9.1222 -6.0124 -3.6391
H 10.1216 -6.4440 -2.2413
H 9.1298 -7.3993 -0.4465
H 7.6812 -8.2729 -1.0163
H 7.1477 -7.3658 1.0851
H 6.2787 -6.3714 -0.0814
H 8.4525 -4.4584 -0.7914
H 8.6393 -3.6706 0.7745
H 6.8644 -2.5380 -0.2538
H 6.1351 -3.5890 0.9944
H 4.1700 -4.3623 0.1942
H 3.9514 -4.4866 -1.5665
H 4.2392 -2.9001 -0.8390
C 12.6643 -5.9859 -9.2012
O 11.5481 -5.5506 -8.4587
C 11.3696 -4.1464 -8.5107
C 9.9198 -3.7748 -8.3001
O 9.0918 -3.9859 -9.4324
C 8.7477 -5.3230 -9.7605
C 7.7473 -5.9554 -8.8203
O 8.3732 -6.3747 -7.6201
C 7.4855 -6.4127 -6.5268
H 13.5989 -5.5962 -8.7817
H 12.6837 -7.0730 -9.1574
H 12.5821 -5.6799 -10.2506
H 11.7046 -3.7524 -9.4774
H 11.9721 -3.6888 -7.7134
H 9.8829 -2.6974 -8.1238
H 9.5151 -4.2668 -7.4132
H 9.6353 -5.9496 -9.8655
H 8.2730 -5.2542 -10.7416
H 7.3102 -6.8375 -9.3087
H 6.9485 -5.2355 -8.6055
H 7.0359 -5.4276 -6.3544
H 8.0597 -6.6897 -5.6456
H 6.6960 -7.1572 -6.6835

***

No. 7
10
Properties=species:S:1:pos:R:3 method="wB97M-V/def2-TZVPD" gap_ha=0.307 smiles="C=CNC=S" homo_energy_ev=-8.11
C -1.3106 -1.2145 0.1829
C -1.5953 0.0676 -0.0209
N -0.6615 1.1301 -0.0594
C 0.6594 0.9590 0.1292
S 1.4360 -0.4712 -0.0700
H -0.3279 -1.5743 0.1363
H -2.2101 -1.9711 -0.3290
H -2.5547 0.6409 -0.1829
H -1.1915 1.9406 -0.2595
H 1.4182 1.7188 0.4233

***

No. 8
131
Properties=species:S:1:pos:R:3 method="wB97M-V/def2-TZVPD" gap_ha=0.275 homo_energy_ev=-9.08 charge=+1
Ca -0.0625 -0.0359 0.4803
C -2.3161 -0.0687 3.0830
O -1.8891 0.6678 1.9346
C -2.9420 0.8777 0.9819
C -2.4983 1.9381 0.0128
O -1.3783 1.4308 -0.7211
C -0.8811 2.3627 -1.7058
C 0.0403 3.3703 -1.0838
O 1.2052 2.6685 -0.6945
C 2.2151 3.5168 -0.1811
H -2.6297 -1.0751 2.8198
H -3.1413 0.4577 3.5695
H -1.4696 -0.1179 3.7663
H -3.8503 1.2143 1.4862
H -3.1501 -0.0493 0.4424
H -2.2099 2.8442 0.5505
H -3.3145 2.1620 -0.6777
H -1.7107 2.8521 -2.2158
H -0.3355 1.7578 -2.4210
H -0.4127 3.8451 -0.2082
H 0.2725 4.1439 -1.8238
H 2.3938 4.3593 -0.8556
H 3.1297 2.9298 -0.1093
H 1.9456 3.8918 0.8089
C -1.6347 -4.1747 -2.6437
Sb -1.8182 -2.0706 -2.2210
C -0.9663 -2.2487 -0.1689
C 0.4250 -2.7917 -0.1633
C 0.7858 -4.1521 -0.3130
C 2.1040 -4.5485 -0.2486
C 3.1002 -3.5983 -0.0313
C 2.6984 -2.2937 0.1200
N 1.4226 -1.8960 0.0652
Si -2.1326 -3.2868 0.8337
C -2.5238 -5.1110 0.5496
C -3.8733 -2.5631 0.8781
C -1.3502 -3.3463 2.5591
C -0.6512 -1.4068 -4.0744
C 0.7052 -0.9063 -3.6392
C 1.8249 -0.8902 -4.4918
C 3.0330 -0.3764 -4.0662
C 3.1392 0.1312 -2.7789
C 2.0083 0.0697 -2.0022
N 0.8309 -0.4226 -2.3915
Si -0.5257 -2.7145 -5.4479
C 0.1824 -1.9803 -7.0466
C 0.6723 -4.0827 -4.9955
C -2.2317 -3.3838 -5.8698
Si -1.6184 0.1024 -4.7616
C -2.6296 -0.2265 -6.3008
C -2.9021 0.8134 -3.5905
C -0.3981 1.4441 -5.2368
H -2.2362 -4.7218 -1.9269
H -0.5949 -4.4784 -2.5374
H -1.9819 -4.4125 -3.6438
H 0.0093 -4.8828 -0.4848
H 2.3628 -5.5942 -0.3727
H 4.1459 -3.8671 0.0242
H 3.4338 -1.5117 0.2915
H -3.1870 -5.2906 -0.2979
H -3.0613 -5.4381 1.4468
H -1.6513 -5.7604 0.4453
H -4.2227 -2.3281 -0.1334
H -3.9922 -1.6627 1.4834
H -4.5507 -3.3189 1.2893
H -0.7809 -4.2765 2.6628
H -2.1053 -3.3428 3.3539
H -0.6573 -2.5176 2.7382
H 1.7421 -1.2781 -5.4966
H 3.8864 -0.3729 -4.7338
H 4.0627 0.5436 -2.3950
H 2.0106 0.4113 -0.9804
H 1.1697 -2.4062 -7.2504
H 0.2896 -0.8929 -7.0410
H -0.4643 -2.2369 -7.8905
H 1.4779 -3.7095 -4.3537
H 1.1310 -4.4768 -5.9074
H 0.1918 -4.9140 -4.4812
H -2.5519 -3.0101 -6.8446
H -2.9938 -3.0999 -5.1390
H -2.2155 -4.4767 -5.9258
H -3.4648 -0.9063 -6.1156
H -2.0578 -0.6081 -7.1464
H -3.0532 0.7398 -6.5973
H -3.8080 0.2025 -3.6335
H -3.1617 1.8252 -3.9254
H -2.5938 0.8486 -2.5460
H 0.1898 1.1243 -6.1041
H 0.3156 1.7147 -4.4535
H -0.9506 2.3443 -5.5274
C 3.8597 2.8042 3.8559
N 3.2262 1.9386 2.8587
C 4.1857 1.3833 1.8913
P 1.9485 0.9899 3.2498
O 1.3599 0.3734 2.0292
O 1.0019 1.9716 4.0908
P 0.0218 3.1677 3.5943
O -0.2071 3.2341 2.1419
N -1.3173 2.7825 4.4658
C -1.2946 2.2296 5.8200
C -2.5068 3.5903 4.1815
N 0.8028 4.5099 4.1425
C 0.7283 5.7658 3.3881
C 0.9922 4.6877 5.5806
N 2.2058 -0.1774 4.3682
C 2.6194 -1.5143 3.9109
C 2.6917 0.1636 5.7070
H 4.2615 3.6854 3.3540
H 4.6824 2.2946 4.3662
H 3.1365 3.1420 4.5913
H 4.6747 2.2043 1.3658
H 3.6727 0.7643 1.1579
H 4.9595 0.7875 2.3859
H -0.3876 1.6562 5.9910
H -2.1437 1.5545 5.9435
H -1.3732 3.0121 6.5799
H -2.6111 4.4219 4.8855
H -3.3981 2.9648 4.2611
H -2.4618 3.9894 3.1691
H 0.4713 5.5656 2.3523
H 1.6969 6.2685 3.4176
H -0.0192 6.4401 3.8161
H 1.0921 3.7255 6.0847
H 0.1612 5.2327 6.0385
H 1.9069 5.2549 5.7605
H 2.2903 -1.6903 2.8896
H 2.1593 -2.2690 4.5497
H 3.7057 -1.6340 3.9637
H 2.4221 1.1826 5.9750
H 3.7777 0.0580 5.7775
H 2.2368 -0.5069 6.4364

***

no.,E (eV)
1,-17103.4135
2,-111765.4189
3,-9369.2682
4,-14526.8112
5,-15594.5496
6,-124161.8038
7,-15514.6665
8,-126981.6766